A molecular structure, C5H7FS2, computed with ωB97M-V with the def2-TZVPD basis set.

Last column: Mulliken charge in e.
Cartesian coordinates (Å):
C1 3.129 -0.435 0.240  0.455
C2 -0.144 -0.100 -0.269  -0.265
C3 1.160 0.034 0.219  -0.639
C4 -2.341 0.819 -0.561  -1.059
C5 -1.323 0.311 0.486  0.517
F1 -1.183 1.196 1.486  -0.293
S1 3.790 0.385 1.379  -0.253
S2 3.400 -1.679 -0.837  -0.159
H1 -0.215 -0.910 -1.000  0.155
H2 1.211 0.531 1.132  0.251
H3 -3.322 0.790 0.058  0.304
H4 -2.371 -0.043 -1.297  0.279
H5 -1.912 1.682 -1.120  0.360
H6 -1.892 -0.630 0.966  0.183
H7 2.012 -1.950 -0.880  0.165

Values from the calculation:
LUMO level: -0.0151 Ha
Highest occupied orbital energy: -8.8 eV

***

2 unconnected molecules or ions with the total composition C5H7I, computed with ωB97M-V with the def2-TZVPD basis set.

Last column: Mulliken charge in e.
Cartesian coordinates (Å):
C1 -0.893 1.316 0.818  -0.117
C2 -0.121 0.539 0.305  -0.536
C3 2.302 -0.100 -0.425  -1.023
C4 0.175 -1.256 -1.068  -0.927
C5 0.732 -0.216 -0.417  0.646
I1 -4.919 0.635 2.122  -0.084
H1 -1.662 2.075 0.997  0.460
H2 2.580 0.373 0.527  0.309
H3 2.677 -1.173 -0.540  0.312
H4 2.734 0.557 -1.226  0.250
H5 0.637 -1.927 -1.745  0.337
H6 -3.345 0.351 1.818  0.067
H7 -0.898 -1.173 -1.165  0.305

Values from the calculation:
LUMO level: 0.0159 Ha
Highest occupied orbital energy: -9.0 eV
Structure (SMILES): C#CC(=C)C.I

***

A single C5H7I molecule, computed with ωB97M-V with the def2-TZVPD basis set.

Last column: Mulliken charge in e.
Cartesian coordinates (Å):
C1 0.457 1.320 0.265  0.225
C2 0.538 0.167 -0.065  -0.173
C3 -0.159 2.629 0.396  -1.207
C4 -0.046 -2.340 0.042  -1.095
C5 1.071 -1.408 -0.221  -0.167
I1 2.636 -1.726 1.179  0.084
H1 -0.326 2.793 1.401  0.340
H2 0.348 3.565 0.094  0.302
H3 -1.084 2.457 -0.026  0.333
H4 -1.064 -2.060 -0.396  0.305
H5 0.330 -3.325 -0.327  0.332
H6 -0.246 -2.497 1.096  0.369
H7 1.506 -1.334 -1.265  0.352

Values from the calculation:
LUMO level: 0.0157 Ha
Highest occupied orbital energy: -9.2 eV
Structure (SMILES): CC#C[C@H](C)I

***

2 unconnected molecules or ions with the total composition C5H7IN2O, computed with ωB97M-V with the def2-TZVPD basis set.

Last column: Mulliken charge in e.
Cartesian coordinates (Å):
C1 0.668 -1.422 1.307  -0.726
C2 0.386 -0.242 0.728  0.692
C3 0.643 -2.380 0.153  0.445
C4 0.094 1.190 1.179  -1.121
C5 -0.185 0.553 -1.518  -0.420
N1 0.195 -0.500 -0.613  0.973
N2 0.403 -1.715 -1.009  -1.017
O1 0.982 -3.553 0.096  -0.551
I1 -3.516 2.390 -1.444  0.036
H1 0.684 -1.603 2.328  0.449
H2 -0.746 1.399 0.635  0.295
H3 0.988 1.839 1.041  0.261
H4 -0.075 1.226 2.270  0.340
H5 -0.045 0.390 -2.542  0.405
H6 -1.084 1.040 -1.240  -0.391
H7 0.606 1.388 -1.372  0.331

Values from the calculation:
LUMO level (alpha / beta): -0.0399 / -0.1398 Ha
Highest occupied orbital energy (alpha / beta): -9.7 / -8.3 eV

***

A molecular structure, C5H7IN2O6, computed with ωB97M-V with the def2-TZVPD basis set.

Last column: Mulliken charge in e.
Cartesian coordinates (Å):
C1 -0.356 -0.230 1.715  0.403
C2 -1.076 -1.088 3.768  -0.686
C3 -0.595 -0.198 0.147  -0.074
C4 0.470 0.616 -0.524  -0.742
C5 0.355 0.688 -2.045  -0.236
N1 0.472 -0.723 -2.519  0.946
N2 1.490 1.373 -2.695  0.996
O1 0.266 0.621 2.234  -0.535
O2 1.430 -1.319 -2.160  -0.548
O3 -0.483 -1.149 -3.112  -0.548
O4 2.383 1.779 -2.010  -0.573
O5 1.412 1.420 -3.896  -0.526
O6 -0.922 -1.253 2.309  -0.315
I1 -1.304 1.679 -2.899  0.252
H1 -2.017 -1.498 4.027  0.267
H2 -0.894 0.002 4.115  0.302
H3 -0.236 -1.555 4.285  0.285
H4 -0.608 -1.275 -0.477  0.225
H5 -1.583 0.378 0.192  0.216
H6 0.419 1.643 -0.233  0.513
H7 1.379 0.089 -0.221  0.379

Values from the calculation:
LUMO level: -0.0322 Ha
Highest occupied orbital energy: -10.3 eV

***

A molecular structure, C5H7N, computed with ωB97M-V with the def2-TZVPD basis set.

Last column: Mulliken charge in e.
Cartesian coordinates (Å):
C1 -0.045 0.083 -1.710  -0.702
C2 0.350 0.876 -0.698  -0.371
C3 0.197 0.567 0.780  -0.001
C4 -1.001 -0.380 1.014  -0.473
N1 -0.121 -1.499 0.527  -0.594
C5 0.902 -0.741 0.710  -0.152
H1 -0.196 -0.998 -1.665  0.368
H2 -0.278 0.560 -2.650  0.269
H3 0.935 1.769 -0.906  0.335
H4 0.400 1.425 1.437  0.407
H5 -1.159 -0.572 2.077  0.296
H6 -1.959 -0.173 0.519  0.275
H7 1.962 -0.928 0.557  0.343

Values from the calculation:
LUMO level: 0.0410 Ha
Highest occupied orbital energy: -9.1 eV

***

A single C5H7N molecule, computed with ωB97M-V with the def2-TZVPD basis set.

Last column: Mulliken charge in e.
Cartesian coordinates (Å):
C1 -1.339 -0.628 0.333  -1.370
C2 -0.132 0.084 -0.231  0.998
C3 1.156 0.327 0.519  -0.724
C4 1.134 -0.698 -0.535  -0.604
C5 -0.460 1.303 -0.850  0.102
N1 -0.654 2.437 -0.938  -0.513
H1 -1.008 -1.479 0.933  0.366
H2 -1.952 0.030 0.960  0.341
H3 -1.964 -1.003 -0.487  0.352
H4 0.706 0.578 1.630  0.243
H5 1.725 1.228 0.360  0.270
H6 1.054 -1.741 -0.293  0.282
H7 1.734 -0.439 -1.401  0.256

Values from the calculation:
LUMO level: 0.0328 Ha
Highest occupied orbital energy: -9.7 eV
Structure (SMILES): CC1(C#N)CC1

***

A single C5H7N molecule, computed with ωB97M-V with the def2-TZVPD basis set.

Last column: Mulliken charge in e.
Cartesian coordinates (Å):
C1 0.717 1.295 -0.491  -0.574
N1 0.856 -0.150 -0.741  -0.430
C2 0.796 0.226 0.667  0.127
C3 -0.216 -0.656 1.336  -0.442
C4 -0.994 -1.175 0.386  -0.600
C5 -0.591 -0.497 -0.892  -0.291
H1 1.600 1.910 -0.423  0.216
H2 -1.099 0.482 -0.765  0.226
H3 0.033 1.755 -1.216  0.241
H4 1.748 0.362 1.179  0.373
H5 -0.268 -0.840 2.407  0.394
H6 -1.909 -1.748 0.496  0.363
H7 -0.835 -0.928 -1.860  0.398

Values from the calculation:
LUMO level: 0.0415 Ha
Highest occupied orbital energy: -8.4 eV
Structure (SMILES): C1=C[C@@H]2CN2C1

***

A single C5H7N molecule, computed with ωB97M-V with the def2-TZVPD basis set.

Last column: Mulliken charge in e.
Cartesian coordinates (Å):
C1 -0.971 -0.626 0.799  -0.900
N1 0.350 -0.570 0.149  0.057
C2 1.051 -1.688 0.126  -0.458
C3 0.799 0.622 -0.312  -0.362
C4 -0.038 1.681 -0.709  -0.644
C5 -0.671 2.633 -1.115  0.178
H1 -1.550 0.253 0.520  0.273
H2 -0.822 -0.639 1.880  0.312
H3 -1.482 -1.535 0.482  0.363
H4 0.699 -2.551 0.672  0.264
H5 2.000 -1.685 -0.393  0.228
H6 1.849 0.646 -0.578  0.285
H7 -1.214 3.458 -1.520  0.405

Values from the calculation:
LUMO level (alpha / beta): 0.0250 / 0.0250 Ha
Highest occupied orbital energy (alpha / beta): -6.7 / -6.7 eV

***

A single C5H7N molecule, computed with ωB97M-V with the def2-TZVPD basis set.

Last column: Mulliken charge in e.
Cartesian coordinates (Å):
C1 -0.894 1.469 1.096  -1.046
C2 -0.235 0.500 0.455  0.355
C3 -0.838 -0.756 -0.152  -0.397
C4 0.337 -1.419 -0.848  -0.426
C5 1.396 -0.614 -0.723  -0.376
N1 1.097 0.511 0.049  -0.112
H1 -0.421 2.411 1.349  0.258
H2 -1.570 -0.339 -0.844  0.231
H3 -1.950 1.364 1.327  0.268
H4 -1.364 -1.412 0.551  0.311
H5 0.321 -2.379 -1.348  0.361
H6 2.398 -0.739 -1.114  0.373
H7 1.673 1.331 0.109  0.200

Values from the calculation:
LUMO level: 0.0404 Ha
Highest occupied orbital energy: -7.4 eV
Structure (SMILES): C=C1CC=CN1

***

A molecular structure, C5H7N, computed with ωB97M-V with the def2-TZVPD basis set.

Last column: Mulliken charge in e.
Cartesian coordinates (Å):
C1 1.299 -0.339 0.583  -0.631
C2 0.621 0.600 -0.347  -0.049
C3 0.505 -0.896 -0.540  -0.311
C4 -0.842 -0.290 -0.507  -0.066
N1 -1.625 -0.101 0.655  -0.381
C5 -1.071 1.192 0.608  -0.477
H1 2.379 -0.435 0.477  0.264
H2 0.945 -0.412 1.610  0.153
H3 1.095 1.276 -1.045  0.324
H4 0.892 -1.442 -1.391  0.305
H5 -1.389 -0.284 -1.438  0.376
H6 -1.251 -0.629 1.436  0.301
H7 -1.551 1.799 -0.154  0.193

Values from the calculation:
LUMO level: 0.0374 Ha
Highest occupied orbital energy: -7.6 eV

***

A molecular structure, C5H7N, computed with ωB97M-V with the def2-TZVPD basis set.

Last column: Mulliken charge in e.
Cartesian coordinates (Å):
C1 -0.049 1.670 0.969  -0.334
C2 0.124 -1.624 0.501  -0.938
C3 0.935 -0.559 -0.201  -0.189
C4 -0.894 1.488 -0.809  -0.297
C5 0.040 0.607 0.067  0.208
N1 -0.827 2.438 0.306  -0.523
H1 0.361 1.917 1.983  0.345
H2 -0.611 -2.216 0.091  0.373
H3 -0.008 -1.585 1.554  0.343
H4 1.958 -0.602 0.091  0.320
H5 0.998 -0.807 -1.234  0.247
H6 -0.401 1.903 -1.746  0.199
H7 -1.906 1.248 -1.149  0.246

Values from the calculation:
LUMO level (alpha / beta): 0.0055 / -0.0029 Ha
Highest occupied orbital energy (alpha / beta): -8.2 / -8.4 eV

***

A single C5H7N molecule, computed with ωB97M-V with the def2-TZVPD basis set.

Last column: Mulliken charge in e.
Cartesian coordinates (Å):
C1 -0.423 0.179 -1.187  -0.642
C2 -0.059 -1.220 -0.720  -0.368
C3 0.265 -1.244 0.574  -0.497
C4 0.012 0.088 1.209  -0.016
N1 0.855 1.187 0.877  -0.452
C5 -0.296 1.034 0.077  -0.227
H1 -1.457 0.268 -1.548  0.288
H2 0.232 0.493 -2.010  0.270
H3 -0.010 -2.077 -1.389  0.374
H4 0.723 -2.067 1.118  0.383
H5 -0.591 0.103 2.125  0.330
H6 1.795 1.454 0.687  0.214
H7 -0.963 1.879 0.203  0.342

Values from the calculation:
LUMO level: 0.0469 Ha
Highest occupied orbital energy: -8.6 eV
Structure (SMILES): C1=C[C@H]2N[C@H]2C1

***

A molecular structure, C5H7N, computed with ωB97M-V with the def2-TZVPD basis set.

Last column: Mulliken charge in e.
Cartesian coordinates (Å):
N1 -1.278 -0.927 2.005  -0.272
C1 -0.153 -1.153 2.329  -0.208
C2 -0.202 -1.142 0.490  -0.454
C3 0.556 0.075 0.057  0.022
C4 -0.198 1.327 -0.287  -0.500
C5 0.434 0.524 -1.383  -0.619
H1 -1.137 -1.260 -0.062  0.313
H2 0.362 -2.075 0.424  0.349
H3 1.527 0.196 0.532  0.399
H4 0.249 2.278 -0.010  0.253
H5 -1.281 1.294 -0.187  0.229
H6 -0.213 -0.043 -2.049  0.234
H7 1.335 0.905 -1.860  0.254

Values from the calculation:
LUMO level: 0.0349 Ha
Highest occupied orbital energy: -10.7 eV

***

A single C5H7N molecule, computed with ωB97M-V with the def2-TZVPD basis set.

Last column: Mulliken charge in e.
Cartesian coordinates (Å):
C1 -0.420 0.386 1.396  -1.357
C2 -0.682 0.432 -0.095  0.322
C3 0.510 0.791 -0.869  -0.785
C4 -0.119 -0.671 -0.956  -0.253
C5 0.540 -1.790 -0.340  0.230
N1 1.085 -2.698 0.133  -0.441
H1 -1.190 -0.150 1.950  0.331
H2 -0.385 1.423 1.749  0.358
H3 0.553 -0.069 1.618  0.338
H4 -1.631 0.873 -0.383  0.336
H5 1.494 0.851 -0.440  0.291
H6 0.321 1.404 -1.757  0.281
H7 0.119 -0.521 -1.993  0.346

Values from the calculation:
LUMO level: 0.0314 Ha
Highest occupied orbital energy: -9.7 eV
Structure (SMILES): C[C@H]1C[C@H]1C#N

***

A molecular structure, C5H7N, computed with ωB97M-V with the def2-TZVPD basis set.

Last column: Mulliken charge in e.
Cartesian coordinates (Å):
N1 3.225 0.009 1.167  -0.398
C1 2.346 0.069 0.415  0.161
C2 1.216 0.099 -0.519  -0.246
C3 0.032 0.941 -0.088  -0.376
C4 -1.249 -0.391 0.745  -0.830
C5 -1.212 0.351 -0.614  -0.375
H1 1.016 -0.928 -0.872  0.287
H2 1.528 0.668 -1.413  0.269
H3 -0.606 0.222 1.422  0.294
H4 -2.227 -0.337 1.217  0.375
H5 -0.865 -1.411 0.720  0.291
H6 -1.159 -0.341 -1.462  0.243
H7 -2.047 1.048 -0.717  0.304

Values from the calculation:
LUMO level: 0.0182 Ha
Highest occupied orbital energy: -9.0 eV

***

A single C5H7N molecule, computed with ωB97M-V with the def2-TZVPD basis set.

Last column: Mulliken charge in e.
Cartesian coordinates (Å):
C1 0.085 0.206 -1.485  -1.284
C2 0.093 0.012 0.019  1.078
C3 0.149 -1.427 0.362  -0.630
N1 1.386 -0.616 0.334  -0.622
C4 -0.564 1.007 0.839  -0.721
C5 -1.200 1.858 1.425  -0.072
H1 0.553 1.158 -1.737  0.324
H2 -0.903 0.116 -1.946  0.296
H3 0.739 -0.586 -1.856  0.398
H4 -0.078 -1.864 1.325  0.324
H5 -0.074 -2.061 -0.493  0.200
H6 1.650 -0.431 1.294  0.274
H7 -1.785 2.594 1.927  0.437

Values from the calculation:
LUMO level: 0.0399 Ha
Highest occupied orbital energy: -9.2 eV
Structure (SMILES): C#C[C@]1(C)CN1

***

2 unconnected molecules or ions with the total composition C5H7N, computed with ωB97M-V with the def2-TZVPD basis set.

Last column: Mulliken charge in e.
Cartesian coordinates (Å):
C1 -0.242 -0.033 -2.339  -1.025
C2 -0.748 0.438 -0.038  0.458
C3 -0.105 -0.346 -0.865  -0.315
C4 1.778 -0.716 2.593  -0.392
C5 0.813 -0.002 2.671  -0.437
N1 -1.340 1.291 0.626  -0.604
H1 -1.237 -0.320 -2.697  0.271
H2 -0.121 1.040 -2.521  0.296
H3 0.500 -0.568 -2.932  0.301
H4 0.414 -1.229 -0.505  0.367
H5 2.641 -1.341 2.534  0.366
H6 -0.037 0.647 2.689  0.454
H7 -2.338 1.096 0.705  0.260

Values from the calculation:
LUMO level: 0.0368 Ha
Highest occupied orbital energy: -8.8 eV
Structure (SMILES): CC=C=N.C#C

***

A single C5H7N molecule, computed with ωB97M-V with the def2-TZVPD basis set.

Last column: Mulliken charge in e.
Cartesian coordinates (Å):
C1 -0.452 1.411 -0.985  -1.193
C2 -0.373 0.114 -0.231  1.360
C3 -1.315 -0.290 0.871  -0.369
N1 -1.532 -0.877 -0.334  -0.412
C4 0.830 -0.524 -0.021  -0.626
C5 1.886 -0.714 0.731  -0.724
H1 -0.017 1.301 -1.982  0.310
H2 0.115 2.173 -0.440  0.272
H3 -1.492 1.729 -1.070  0.366
H4 -1.055 -0.897 1.744  0.255
H5 1.922 -0.266 1.728  0.251
H6 -1.275 -1.870 -0.439  0.262
H7 2.758 -1.290 0.428  0.248

Values from the calculation:
LUMO level (alpha / beta): 0.0044 / 0.0107 Ha
Highest occupied orbital energy (alpha / beta): -7.9 / -7.8 eV

***

A molecular structure, C5H7N, computed with ωB97M-V with the def2-TZVPD basis set.

Last column: Mulliken charge in e.
Cartesian coordinates (Å):
C1 1.609 -0.131 -1.014  -1.178
C2 0.262 -0.630 -0.584  0.271
N1 0.093 -1.188 0.787  -0.397
C3 -0.218 0.099 0.573  0.235
C4 -0.537 1.218 1.277  -0.401
C5 -1.873 1.105 1.059  -0.594
H1 2.037 0.473 -0.206  0.343
H2 2.272 -0.965 -1.241  0.329
H3 1.500 0.513 -1.889  0.313
H4 -0.386 -1.111 -1.318  0.392
H5 0.868 -1.312 1.425  0.307
H6 -2.234 0.359 0.341  0.086
H7 -2.653 1.589 1.628  0.294

Values from the calculation:
LUMO level: 0.0290 Ha
Highest occupied orbital energy: -8.3 eV

***

Listing ΔE to the lowest compared entry with this formula, charge and spin for the structures above in their given order: 417.79, 160.90, 126.14, 262.01, 4.38, 320.79, 242.50, 332.64, 386.80, 104.81, 593.56, 484.02, 223.99, 337.93, 219.46, 389.90, 299.50, 356.21, 521.69, 524.76 kJ/mol.